Computed, not measured: an isolated molecule of C12H24N2O6S at a distorted geometry, with wB97M-V/def2-TZVPD.

The geometry in ORCA input format:
```
! RIJCOSX wB97M-V def2-TZVPD def2/J DEFGRID3
* xyz 0 1
C 2.05256 4.69424 0.45251
C 0.80630 5.68667 0.46964
O 0.56678 6.26951 1.56281
O -0.01307 5.99554 -0.65401
C -1.03968 4.99746 -0.87713
C -0.49162 3.55843 -1.34940
C -1.59100 2.79455 -2.26087
C -2.16152 1.51734 -1.42145
C -1.43366 0.18697 -1.95139
C -1.64050 -1.10102 -1.02325
C -0.55424 -1.27745 0.14263
C -0.57596 -2.83405 0.59763
C 0.87435 -3.44278 0.90988
N 1.69839 -3.34363 -0.34278
O 1.69927 -2.86305 1.95418
S 2.73283 -4.15182 2.34790
O 2.88625 -4.28235 3.83657
O 4.10175 -4.00376 1.76082
O 1.97671 -5.46491 1.56034
C 0.60621 -4.93769 1.42147
N -0.17168 -5.16409 2.66631
H 2.41521 4.53182 1.51752
H 1.84947 3.67369 -0.00598
H 2.89024 5.22570 -0.12358
H -1.67876 5.39299 -1.75353
H -1.76426 4.85368 -0.00701
H 0.47805 3.73937 -1.93997
H -0.21207 2.95559 -0.40414
H -1.06907 2.40294 -3.19674
H -2.43155 3.48579 -2.61835
H -3.29493 1.40165 -1.53761
H -1.94323 1.67770 -0.31307
H -1.90063 -0.06610 -2.97778
H -0.31958 0.43702 -2.09810
H -1.53596 -2.02257 -1.70976
H -2.68612 -1.14381 -0.55041
H 0.50514 -0.94126 -0.14675
H -0.84186 -0.66411 1.06590
H -1.20447 -2.91224 1.54574
H -1.04023 -3.51349 -0.21132
H 2.37366 -2.57360 -0.26522
H 1.09904 -3.23575 -1.16879
H -0.04377 -5.45200 0.61803
H -0.33120 -4.28217 3.18952
H 0.35841 -5.80495 3.28899
*
```

- HOMO-LUMO gap: 10.5 eV
- ΔE to the lowest compared entry with this formula, charge and spin: 151.8 kcal/mol
- SMILES: CC(=O)OCCCCCCCC[C@@]1(N)OS(=O)(=O)O[C@H]1N
- Max |F|: 6.4 eV/Å

Computed, not measured: a structure of composition C12H24NNaO15 at a distorted geometry, with wB97M-V/def2-TZVPD.

The geometry in ORCA input format:
```
! RIJCOSX wB97M-V def2-TZVPD def2/J DEFGRID3
* xyz 0 1
Na 8.86160 8.57098 12.14381
N 10.11585 11.03546 11.61300
O 10.42883 9.88186 11.11233
O 9.05673 11.06014 12.34586
O 10.80999 12.06353 11.37891
C 9.19596 3.55300 14.40570
O 8.86665 4.87264 13.98271
C 9.17130 5.18405 12.73255
O 8.85948 6.20484 12.19009
O 9.87047 4.20708 12.10638
C 10.17326 4.57219 10.75943
H 8.97434 3.48188 15.47649
H 10.21644 3.21862 14.17167
H 8.49672 2.83442 13.96069
H 11.03953 5.26236 10.81793
H 9.37681 5.04557 10.15272
H 10.45912 3.65813 10.20074
C 6.65207 10.55360 10.10437
O 6.53034 9.48168 9.10295
C 7.33233 8.39244 9.21537
O 7.97690 7.99456 10.11583
O 7.08065 7.69044 8.07241
C 7.96905 6.63222 7.75031
H 5.69041 11.04925 10.24051
H 7.39675 11.29669 9.79898
H 6.91719 10.15902 11.08303
H 7.63021 5.65282 8.09802
H 9.00936 6.72940 8.08597
H 8.03832 6.46190 6.66520
C 9.55947 10.87819 15.37048
O 10.60727 10.02295 15.84862
C 10.76083 8.86022 15.21024
O 10.21566 8.45318 14.23291
O 11.69841 8.19462 15.92386
C 12.03327 6.82687 15.54104
H 9.40789 11.61810 16.16053
H 8.59754 10.30785 15.28191
H 9.74974 11.38115 14.43196
H 11.17486 6.28615 15.17478
H 12.53949 6.21043 16.28394
H 12.73592 6.85268 14.68692
C 6.36747 6.69790 15.08697
O 5.56380 6.58299 13.87334
C 5.93742 7.44965 12.96560
O 6.75986 8.31731 12.99773
O 5.28263 7.31385 11.79657
C 4.25237 6.36475 11.71952
H 6.08526 7.46862 15.82806
H 7.46043 6.86496 14.92900
H 6.32860 5.85271 15.73311
H 3.60108 6.39958 12.61889
H 4.63058 5.35076 11.62660
H 3.53040 6.53036 10.92145
*
```

- HOMO-LUMO gap: 8.3 eV
- Max |F|: 3.7 eV/Å

Energy values (in eV) by entry order: -38928.9827; -49449.8319.